Computed, not measured: one molecule with the formula C5H8O2, with ωB97M-V/def2-TZVPD.

```
15
Properties=species:S:1:pos:R:3
C -1.7281 -0.4678 -0.1418
C -0.4007 0.2545 -0.0546
O -0.5425 1.6643 -0.1770
C 0.5604 -0.0154 1.1300
C 1.7569 -0.1803 0.1520
C 0.7396 -0.2062 -0.9856
O 0.7692 -0.4846 -2.1551
H -2.4200 -0.0438 0.5923
H -2.1588 -0.3475 -1.1431
H -1.6129 -1.5402 0.0511
H -0.7015 1.8709 -1.1064
H 0.6180 0.8086 1.8462
H 0.3315 -0.9446 1.6568
H 2.4024 0.7017 0.0879
H 2.3867 -1.0697 0.2473
```

The structure (SMILES) is C[C@@]1(O)CCC1=O. For the calculated total energy, the calculation gives -345.7674 Ha. The energy above the lowest of the compared OMol25 structures with the same formula, charge and spin comes out at 98.54 kJ/mol.